DFT (ωB97M-V with the def2-TZVPD basis set) results for C30H28LaN2Si as an isolated structure.

Last column: Löwdin charge in e.
Positions of all 62 atoms, in Å:
C -1.52523 -0.94302 1.79229  -0.258
C -0.27912 -1.64233 1.68206  -0.227
C 0.76614 -0.73510 2.04576  -0.248
H -0.16061 -2.69693 1.42211  0.114
C 0.16455 0.51532 2.39316  -0.220
C -1.25296 0.38616 2.22567  -0.250
H -1.99682 1.14466 2.47732  0.107
H -2.51485 -1.38144 1.65597  0.105
H 1.82549 -0.97526 2.09957  0.110
H 0.67773 1.39674 2.78508  0.115
La -0.19051 0.19128 -0.25523  2.026
C 2.35874 0.06061 -0.54526  -0.385
H 2.75343 0.69176 0.26489  -0.032
H 2.57887 0.50483 -1.52326  -0.079
H 2.73836 -0.97183 -0.43317  -0.024
Si 5.74271 -0.39234 -1.44284  0.711
C 5.98617 -2.18774 -1.75328  -0.347
C 5.56667 -3.14175 -0.80829  -0.104
H 5.11822 -2.81777 0.13674  0.105
C 5.74379 -4.50883 -1.06864  -0.088
H 5.43156 -5.24605 -0.32475  0.102
C 6.34053 -4.92626 -2.26541  -0.087
H 6.47546 -5.99108 -2.47053  0.103
C 6.79479 -3.97194 -3.19088  -0.087
H 7.30296 -4.29356 -4.10539  0.104
C 6.61710 -2.60709 -2.94021  -0.111
H 6.98233 -1.85110 -3.64322  0.094
C 6.41998 0.08803 0.19074  -0.333
C 7.53313 -0.59833 0.70952  -0.098
H 8.03467 -1.36318 0.10942  0.106
C 8.00065 -0.30409 1.99522  -0.082
H 8.87161 -0.83722 2.38900  0.106
C 7.36069 0.67335 2.77302  -0.085
H 7.71108 0.88314 3.78882  0.104
C 6.29224 1.40578 2.23070  -0.091
H 5.81985 2.19992 2.81747  0.101
C 5.84145 1.13613 0.93207  -0.111
H 5.03501 1.72752 0.49142  0.091
H 4.28527 -0.21251 -1.44531  -0.064
H 6.19373 0.51428 -2.54570  -0.023
C 0.47824 1.31186 -4.84593  -0.013
C 0.58581 0.85234 -3.53408  -0.085
N -0.48527 0.85221 -2.69290  -0.079
C -1.70924 1.29094 -3.10290  -0.143
C -1.87819 1.75377 -4.44055  -0.138
C -0.75525 1.75524 -5.29196  0.029
C -3.17937 2.17937 -4.83550  0.001
C -4.24586 2.14754 -3.96586  -0.004
C -4.13016 1.69780 -2.62124  -0.138
C -5.22179 1.65717 -1.73474  0.029
C -5.01937 1.19948 -0.44485  -0.017
C -3.74491 0.79301 -0.04981  -0.091
N -2.66711 0.82707 -0.87883  -0.027
C -2.84172 1.26409 -2.16343  -0.135
H 1.36652 1.30401 -5.47564  0.125
H 1.51785 0.47562 -3.11319  0.091
H -0.87510 2.10753 -6.30847  0.129
H -3.29918 2.52884 -5.86140  0.127
H -5.22704 2.47461 -4.30820  0.126
H -6.20280 1.98191 -2.07506  0.133
H -5.81934 1.14352 0.28146  0.120
H -3.56032 0.42233 0.95631  0.088

Cartesian forces (eV/Å) of the 6 atoms listed first:
0.42 -0.07 0.47
-0.07 0.54 0.53
-0.53 -0.12 0.75
-0.01 0.42 0.05
-0.30 -0.67 0.14
0.43 -0.45 0.37

Computed properties:
Kohn-Sham gap = 5.67 eV
Net charge = +1
2S+1 = 1
HOMO level = -9.70 eV

DFT (ωB97M-V with the def2-TZVPD basis set) results for a 2-piece molecular cluster, C2H8S3 overall.

Last column: Löwdin charge in e.
Positions of all 13 atoms, in Å:
C 0.75692 0.14331 1.99287  -0.201
C -0.54135 0.18577 1.23468  -0.584
S -0.75398 -1.43059 0.37261  0.651
H 0.77021 -0.63296 2.75721  0.070
H 1.66656 0.05016 1.40319  0.071
H 0.91253 1.03815 2.56939  0.064
H -0.49573 0.95018 0.46339  0.061
H -1.41931 0.28262 1.86367  0.061
H -1.92402 -1.17916 -0.18905  -0.156
S 0.67628 -0.83028 -2.84351  0.217
S 0.35469 0.97700 -3.82927  0.226
H 0.90601 -0.23775 -1.66916  -0.255
H -0.90881 0.68356 -4.12602  -0.225

Cartesian forces (eV/Å) of the 6 atoms listed first:
0.38 -0.09 0.94
0.05 -0.75 -0.84
0.49 -0.12 0.48
-0.08 -0.33 -0.19
-0.21 -0.24 -0.42
-0.16 0.71 0.15

Computed properties:
Energy above the lowest of the compared OMol25 structures with the same formula, charge and spin = 30.85 kJ/mol
Kohn-Sham gap = 9.14 eV
2S+1 = 1
HOMO level = -8.68 eV

DFT (ωB97M-V with the def2-TZVPD basis set) results for C12H27Cl2O5P2Pb as an isolated structure.

Last column: Löwdin charge in e.
Positions of all 49 atoms, in Å:
C 0.30838 -2.71774 -2.14473  0.039
C -0.77367 -1.93266 -1.66687  -0.134
H -0.07020 -3.60821 -2.66930  0.173
H 0.96684 -3.04530 -1.30521  0.124
H 0.93001 -2.10918 -2.82952  0.091
O -1.90082 -1.90912 -1.34290  0.288
Cl 2.98667 -0.27535 -1.38341  -0.043
Pb 0.63146 0.55482 -0.65531  0.752
P -0.03002 1.13738 -3.37478  0.769
C -1.65332 1.73254 -3.94906  -0.214
C 1.08796 2.56928 -3.65618  -0.249
H 1.53259 -0.40422 -4.37278  0.058
H 0.51633 0.40993 -5.62198  0.092
H -0.17744 -0.92210 -4.62571  0.055
C 0.51581 -0.06812 -4.63112  -0.226
H 2.01406 2.42709 -3.07491  0.041
H 1.33203 2.65290 -4.72456  0.089
H -1.59159 2.05105 -4.99973  0.096
H -1.96481 2.58096 -3.32519  0.068
H 0.59224 3.48317 -3.29756  0.048
H -2.39078 0.92494 -3.85666  0.062
C -2.37540 1.04921 -0.82633  -0.070
O -3.50028 1.22523 -0.74503  0.148
Cl 0.68993 3.16864 -0.46159  0.087
C -1.57520 2.99854 3.42828  -0.029
C -1.01150 2.32332 2.21842  -0.274
O -1.53274 0.94414 2.12656  -0.304
P -1.23855 -0.68723 1.89795  1.133
O -0.91739 -0.99502 3.41865  -0.277
C 0.06958 -0.42429 4.34919  -0.182
C 1.51449 -0.34094 3.95999  -0.039
O 0.42580 -1.40429 1.34628  -0.407
C 0.38821 -2.88310 1.50038  -0.280
C 1.68317 -3.65684 1.44129  -0.029
H -2.66193 3.02137 3.40316  0.105
H -1.25728 4.04058 3.46819  0.117
H -1.25044 2.53014 4.35386  0.081
H -1.32668 2.83766 1.29953  0.071
H 0.08772 2.32477 2.23112  0.095
H -0.30365 0.55335 4.69066  0.120
H -0.05549 -1.13930 5.16372  0.147
H 1.70515 0.42209 3.19648  0.081
H 2.03897 -0.06104 4.88322  0.125
H 1.91068 -1.30991 3.65015  0.079
H -0.08912 -3.11680 2.46465  0.127
H -0.28899 -3.27338 0.73190  0.103
H 2.39472 -3.33398 2.19789  0.095
H 1.46310 -4.71302 1.65918  0.123
H 2.15138 -3.63196 0.45972  0.074

Cartesian forces (eV/Å) of the 6 atoms listed first:
2.26 0.40 -0.49
-6.46 -2.16 1.48
-0.43 0.19 0.08
-0.40 0.38 -0.30
-0.03 -0.35 0.27
5.19 1.12 -1.31

Computed properties:
Energy above the lowest of the compared OMol25 structures with the same formula, charge and spin = 264.94 kJ/mol
Kohn-Sham gap (spin up / spin down) = 5.40 / 4.91 eV
Net charge = +3
2S+1 = 1
HOMO level (spin up / spin down) = -19.45 / -19.28 eV

DFT (ωB97M-V with the def2-TZVPD basis set) results for a 13-piece molecular cluster, C28H87N5O13 overall.

Last column: Löwdin charge in e.
Positions of all 133 atoms, in Å:
C 10.84346 -4.22141 22.59391  -0.137
O 11.04295 -4.60825 21.27494  -0.135
H 11.44273 -4.86826 23.23467  0.094
H 11.05410 -3.16649 22.76967  0.074
H 9.80817 -4.37942 22.89609  0.084
H 10.75113 -5.52223 21.30770  0.107
C 13.74345 -4.68916 18.97681  -0.124
O 12.68578 -5.62138 19.26132  -0.123
H 13.41634 -3.79731 18.44229  0.053
H 14.08050 -4.36044 19.95989  0.064
H 14.56484 -5.04475 18.35473  0.078
H 12.14685 -5.26105 19.96935  0.008
C 9.71810 -3.55941 16.75263  -0.180
O 8.46632 -4.02821 17.17486  -0.118
H 9.71607 -3.38856 15.67609  0.084
H 10.02438 -2.64664 17.26365  0.033
H 10.56843 -4.22632 16.89494  0.076
H 8.45790 -4.33094 18.08584  0.016
C 11.09989 0.98259 22.80758  -0.129
O 12.19429 0.89803 23.73180  -0.145
H 10.28404 1.52034 23.29062  0.069
H 11.38723 1.56614 21.93293  0.074
H 10.93604 -0.04195 22.47356  0.073
H 12.15766 0.03508 24.15080  -0.005
C 16.02046 -1.68654 19.58254  -0.117
O 14.66195 -1.58631 20.00273  -0.183
H 16.07959 -1.38348 18.53719  0.067
H 16.78567 -1.24467 20.22074  0.084
H 16.11620 -2.77040 19.64722  0.068
H 14.63490 -1.51081 20.95937  0.007
C 7.48137 -4.45502 20.74387  -0.110
O 8.49753 -4.10897 19.79813  -0.133
H 7.86213 -5.13518 21.50578  0.072
H 7.06423 -3.57579 21.23484  0.079
H 6.65763 -4.93687 20.21721  0.088
H 9.36116 -4.18688 20.21006  0.047
C 11.12409 -1.67020 19.67932  -0.126
O 12.06241 -0.63253 19.50744  -0.150
H 10.08858 -1.38254 19.49748  0.071
H 11.52542 -2.42920 19.00778  0.071
H 11.24130 -2.04571 20.69586  0.056
H 12.97292 -0.90319 19.64642  0.025
C 9.29271 0.01661 16.48219  -0.164
O 9.14232 1.35967 16.82135  -0.157
H 8.36673 -0.41474 16.10192  0.086
H 10.00143 -0.14499 15.66998  0.079
H 9.68782 -0.49301 17.36099  0.054
H 8.33176 1.47913 17.32168  0.014
C 8.26912 0.91024 20.29251  -0.052
C 7.07193 1.76194 19.75703  -0.358
C 7.35475 3.28729 19.64595  -0.194
O 7.31102 4.10060 20.80334  -0.161
C 8.61855 4.27945 21.32830  -0.100
N 6.81584 1.14689 18.42351  0.025
H 8.15400 -0.17315 20.25922  0.066
H 8.39021 1.21472 21.33209  0.066
H 9.11539 1.08260 19.62751  0.066
H 6.24799 1.49975 20.42072  0.127
H 6.64189 3.75378 18.96599  0.123
H 8.29920 3.36612 19.10754  0.119
H 9.22874 4.77098 20.57055  0.095
H 9.09233 3.43741 21.83287  0.070
H 8.51841 5.04083 22.10184  0.085
H 6.40033 0.23272 18.53187  0.090
H 6.13972 1.66777 17.88347  0.084
C 15.27974 -3.49267 22.81873  -0.045
C 14.12879 -2.49079 23.05600  -0.393
C 13.54624 -2.53689 24.46025  -0.183
O 12.48560 -1.62005 24.54834  -0.240
C 11.74656 -1.63786 25.74421  -0.075
N 14.91560 -1.30561 22.81785  0.039
H 15.93586 -3.57830 23.68490  0.087
H 15.89772 -3.29395 21.94311  0.072
H 14.77527 -4.45370 22.71848  0.078
H 13.34453 -2.55928 22.30211  0.132
H 14.28540 -2.25200 25.20896  0.138
H 13.19988 -3.53773 24.71805  0.126
H 10.95415 -2.37293 25.60330  0.091
H 11.34231 -0.65787 25.99782  0.103
H 12.28794 -2.05613 26.59278  0.094
H 14.37004 -0.58416 23.26725  0.073
H 15.72295 -1.30994 23.42469  0.101
C 11.95817 3.32621 16.24468  -0.056
C 12.32075 2.05081 16.96032  -0.429
C 13.80838 1.91589 17.35035  -0.213
O 14.46719 1.61471 16.14706  -0.191
C 15.90003 1.44809 16.36773  -0.074
N 11.66473 2.10021 18.25971  0.049
H 12.15673 4.21816 16.83891  0.081
H 10.92630 3.29769 15.89465  0.071
H 12.60071 3.43740 15.37125  0.073
H 12.02616 1.17909 16.37599  0.123
H 13.94847 1.19624 18.15695  0.108
H 14.21336 2.80369 17.83605  0.114
H 16.27385 1.19442 15.37576  0.085
H 16.21505 0.72182 17.11700  0.073
H 16.34938 2.40396 16.63698  0.062
H 10.72458 1.98132 17.91030  0.023
H 11.83703 1.23194 18.74605  0.023
C 15.48728 -5.25911 14.87806  -0.055
C 15.96782 -3.76106 14.67445  -0.372
C 15.37132 -2.78465 15.74490  -0.202
O 13.97086 -2.68846 15.60278  -0.157
C 13.44726 -1.70107 16.37898  -0.132
N 17.47316 -3.79442 14.74604  0.030
H 15.99789 -5.81045 14.08850  0.061
H 14.40068 -5.26484 14.79226  0.072
H 15.79435 -5.70752 15.82291  0.067
H 15.49464 -3.44356 13.74526  0.125
H 15.85290 -1.81959 15.58727  0.112
H 15.66931 -3.09691 16.74581  0.111
H 13.82759 -0.75160 16.00223  0.085
H 13.57163 -1.72341 17.46162  0.068
H 12.36668 -1.66213 16.24133  0.091
H 17.88826 -2.88444 14.60560  0.058
H 17.77195 -4.46415 14.05157  0.056
C 17.16665 4.11563 18.70355  -0.075
C 17.36182 4.25155 20.18502  -0.463
C 16.84157 2.98665 20.91287  -0.172
O 15.45135 2.72264 20.62500  -0.212
C 14.91360 1.54830 21.24625  -0.083
N 18.76481 4.41867 20.40183  0.032
H 16.10770 3.99403 18.47565  0.063
H 17.63184 3.16525 18.44188  0.079
H 17.55322 4.95900 18.13136  0.084
H 16.74237 5.08874 20.50673  0.137
H 17.03925 3.08489 21.98028  0.118
H 17.29669 2.06982 20.53816  0.117
H 14.94199 1.65902 22.33025  0.084
H 15.52247 0.71711 20.89059  0.056
H 13.90757 1.42943 20.84391  0.086
H 18.95378 4.68417 21.35782  0.070
H 19.17512 5.20333 19.91598  0.074

Cartesian forces (eV/Å) of the 6 atoms listed first:
-0.34 0.26 1.73
-0.40 -0.24 -0.91
0.25 0.30 0.35
0.30 -0.10 -0.26
-0.24 0.07 0.00
0.06 -0.43 -0.60

Computed properties:
Energy above the lowest of the compared OMol25 structures with the same formula, charge and spin = 526.60 kJ/mol
Kohn-Sham gap = 8.36 eV
2S+1 = 1
HOMO level = -8.35 eV

DFT (ωB97M-V with the def2-TZVPD basis set) results for one molecule with the formula C7H8NO2P.

Last column: Mulliken spin population.
Positions of all 19 atoms, in Å:
C 0.64673 1.54363 0.36043  0.116
C -1.25344 -0.80651 0.42722  -0.087
C -0.45844 1.90213 -0.28834  -0.038
C -1.84517 0.32672 -0.12385  0.205
C 1.08757 0.14590 0.27469  -0.058
C 0.13422 -0.98231 0.30625  0.218
C -1.29677 1.10515 -1.18937  0.004
N 2.41662 -0.23974 0.46450  0.244
O 2.71746 -1.45317 0.38239  0.349
O 3.26666 0.57829 0.74153  0.430
P 0.93041 -2.61508 0.54390  0.470
H 1.25407 2.33133 0.79493  0.005
H -1.91552 -1.56556 1.04897  0.005
H -0.94307 2.76884 0.09206  0.002
H -2.81261 0.63209 0.25477  0.012
H -2.00780 1.63579 -1.81261  0.002
H -0.74356 0.58572 -1.98398  -0.005
H 1.11082 -2.72507 -0.76263  0.012
H -0.28819 -3.16816 0.46914  0.116

Cartesian forces (eV/Å) of the 6 atoms listed first:
2.23 -2.06 -0.67
-1.33 0.00 0.46
-1.35 0.94 0.27
-1.67 -2.55 1.65
-1.30 -1.04 0.39
1.99 1.26 0.68

Computed properties:
Kohn-Sham gap (spin up / spin down) = 7.14 / 5.58 eV
2S+1 = 3
HOMO level (spin up / spin down) = -6.36 / -8.78 eV

DFT (ωB97M-V with the def2-TZVPD basis set) results for one molecule with the formula C7H11BN2O4.

Last column: Löwdin charge in e.
Positions of all 25 atoms, in Å:
C -0.73936 2.10527 0.04208  -0.002
C -0.36123 0.66030 0.02242  -0.208
C -1.29198 -0.32181 0.01942  0.095
B -2.87018 -0.20521 -0.02845  -0.647
O -3.65807 -1.29556 0.02031  0.185
O -3.46810 1.01464 -0.16336  0.151
C -0.74700 -1.80537 0.03991  -0.333
O -1.46462 -2.78689 0.11577  0.068
N 0.61453 -1.92821 -0.03827  0.029
C 1.14832 -3.28179 -0.06262  0.005
C 1.51676 -0.88572 -0.05149  -0.428
O 2.71381 -1.08044 -0.11098  0.074
N 0.99027 0.38823 0.01132  0.001
C 1.96022 1.46681 0.05207  -0.015
H -0.42304 2.59575 -0.87800  0.100
H -0.27070 2.61687 0.88072  0.093
H -1.81571 2.18952 0.12586  0.069
H -3.15357 -2.12201 0.09418  0.074
H -4.42309 0.93806 -0.20198  0.112
H 0.87178 -3.79904 0.85612  0.102
H 0.72864 -3.82387 -0.90914  0.101
H 2.22985 -3.21618 -0.15016  0.088
H 1.91290 1.99146 1.00773  0.100
H 2.94786 1.02076 -0.05749  0.090
H 1.79276 2.17304 -0.75972  0.096

Cartesian forces (eV/Å) of the 6 atoms listed first:
-0.09 0.02 0.01
-0.44 -0.13 0.03
0.55 -2.75 0.04
0.78 0.01 -0.05
-0.50 -0.25 0.04
-0.04 0.44 -0.01

Computed properties:
Energy above the lowest of the compared OMol25 structures with the same formula, charge and spin = 0.00 kJ/mol
Kohn-Sham gap = 9.61 eV
2S+1 = 1
HOMO level = -9.09 eV